1.
Entry from the OMol25 dataset: a structure of composition C35H31Br3N6O10 in a non-equilibrium geometry (wB97M-V/def2-TZVPD).

Properties
Orbital gap, eV: 7.385
Calculated total energy, eV: -276326.48686
LUMO, eV: -1.236
M, g mol⁻¹: 935.38
Energy relative to the best compared isomer or geometry (same formula, charge and spin), kJ/mol: 0.0

Last column: Löwdin charge in e.
Atoms and positions in Å:
N 0.000577 14.621696 5.426836  0.010
C 0.640842 15.157396 6.507515  -0.184
C 1.711373 15.862260 6.060705  -0.120
C 1.717393 15.744466 4.650905  -0.104
C 0.645094 14.981794 4.289600  -0.137
H -0.900447 14.190597 5.506036  0.146
H 0.216998 15.037519 7.487730  0.063
H 2.489079 16.341914 6.627410  0.076
H 2.453899 16.110286 3.954633  0.094
H 0.259508 14.669157 3.338726  0.110
C 2.123433 12.839423 10.900856  -1.537
Br 2.296108 13.775845 12.587561  0.634
Br 3.631524 11.654939 10.784578  0.678
Br 2.030948 14.188922 9.533336  0.710
H 1.186477 12.306840 10.956734  -0.064
C 1.374680 8.301515 12.427614  -0.072
C 1.763303 6.968923 12.268024  -0.050
C 2.069158 6.489663 10.993120  -0.001
C 1.924192 7.339152 9.906017  -0.149
C 1.475277 8.636976 10.047226  -0.004
C 1.344013 9.139901 11.348342  -0.105
N 2.143535 6.801012 8.548613  -0.363
O 1.659215 7.409837 7.625944  0.081
O 2.797510 5.793541 8.436793  0.082
H 1.104592 8.623152 13.421740  0.095
H 1.765512 6.337470 13.144731  0.106
H 2.501795 5.505731 10.869229  0.118
H 1.346880 9.310628 9.213362  0.115
H 1.065719 10.176125 11.457307  0.052
C 5.411928 17.485303 11.872772  -0.067
C 4.387160 16.610580 11.561601  -0.078
C 3.075383 17.065378 11.673807  -0.053
C 2.838888 18.329881 12.170458  -0.150
C 3.854242 19.223320 12.426967  -0.007
C 5.156358 18.772255 12.340558  -0.062
N 1.445422 18.741091 12.411236  -0.347
O 1.260154 19.778688 13.030831  0.074
O 0.565868 18.001955 12.021043  0.071
H 6.448689 17.162884 11.839133  0.111
H 4.574766 15.612518 11.191221  0.087
H 2.246810 16.452958 11.352140  0.040
H 3.626306 20.216087 12.786835  0.121
H 5.979637 19.443382 12.534664  0.108
C -2.609258 14.308750 15.775953  -0.064
C -2.094339 14.714961 14.558673  -0.055
C -1.598299 13.799020 13.640465  -0.007
C -1.550248 12.472668 13.984880  -0.159
C -2.031233 12.046018 15.207185  -0.001
C -2.572344 12.965652 16.100211  -0.059
N -0.792806 11.556956 13.143261  -0.309
O -0.600205 11.872039 11.961519  0.018
O -0.369640 10.555836 13.657970  0.103
H -3.091392 15.040682 16.407836  0.112
H -2.142920 15.768990 14.315175  0.114
H -1.342527 14.136708 12.644065  0.122
H -2.070489 10.990808 15.439392  0.122
H -3.018557 12.544426 16.992842  0.111
C 3.946205 9.860385 7.504822  -0.103
C 4.638726 8.974517 6.705193  -0.065
C 4.467986 8.997118 5.334672  0.002
C 3.674275 9.981410 4.770205  -0.133
C 3.068518 10.957821 5.555956  0.011
C 3.215893 10.881136 6.929402  -0.073
N 3.493390 9.996607 3.307742  -0.359
O 2.874069 10.909997 2.823514  0.082
O 3.962282 9.069377 2.675552  0.076
H 4.035431 9.764719 8.576371  0.059
H 5.283532 8.205583 7.107184  0.113
H 5.002779 8.288489 4.716931  0.122
H 2.544723 11.764450 5.064408  0.116
H 2.690752 11.612460 7.530660  0.083
C 5.113576 15.166119 7.670549  -0.084
C 5.735138 14.068956 8.219100  -0.072
C 7.108511 13.968397 8.144526  0.003
C 7.814942 14.959395 7.497162  -0.153
C 7.208780 16.060051 6.959103  -0.009
C 5.840773 16.183747 7.063517  -0.050
N 9.279902 14.842234 7.418699  -0.357
O 9.887396 15.772351 6.944665  0.082
O 9.791505 13.817413 7.820518  0.078
H 4.034539 15.239583 7.741963  0.040
H 5.178551 13.261722 8.672667  0.063
H 7.608390 13.074541 8.488091  0.122
H 7.809238 16.876563 6.582687  0.123
H 5.329731 17.060791 6.693386  0.109

Atomic forces in eV per Å
N -0.32 0.06 0.69
C -0.60 -0.05 0.44
C 0.69 0.04 -0.26
C 0.34 -0.09 -0.64
C -0.20 -0.02 -0.26
H -0.03 -0.16 -0.25
H 0.07 -0.04 0.09
H -0.18 0.18 0.23
H 0.03 0.15 0.10
H 0.13 0.00 -0.21
C 0.46 0.69 0.73
Br -0.29 -0.13 0.39
Br -0.12 0.02 -0.42
Br 0.01 -0.50 -0.31
H 0.04 -0.20 -0.25
C 0.40 -0.99 0.59
C -0.31 0.32 -0.61
C 0.51 0.03 0.68
C -0.54 -0.18 0.04
C 0.78 0.48 0.73
C -0.87 0.22 -1.14
N -0.04 0.30 0.33
O -0.27 0.38 -0.40
O 0.38 -0.58 0.09
H 0.10 0.31 -0.04
H 0.23 -0.22 -0.13
H -0.30 -0.05 -0.18
H 0.01 -0.23 -0.22
H -0.08 -0.05 0.15
C 0.63 -0.08 0.63
C -0.46 0.51 -0.26
C 0.07 -0.34 -0.14
C -0.14 0.00 -0.40
C 0.15 0.21 0.84
C -0.02 -0.05 -0.79
N -0.03 0.39 0.33
O 0.07 -0.44 -0.38
O -0.13 0.02 -0.04
H -0.14 -0.07 -0.19
H 0.09 -0.01 0.01
H -0.02 -0.02 0.25
H -0.05 0.00 -0.04
H 0.02 0.02 0.14
C 0.01 -0.05 -0.06
C -0.25 0.27 -0.24
C -0.27 0.94 -0.43
C 0.32 0.26 0.51
C -0.28 -0.26 0.30
C -0.22 -0.86 -0.26
N -0.28 0.41 -1.13
O -0.25 -0.19 0.96
O 0.16 -0.44 0.10
H 0.14 -0.05 0.22
H 0.08 -0.08 -0.20
H 0.39 -0.12 0.14
H 0.28 0.02 0.04
H 0.04 0.36 0.12
C 0.46 0.02 0.25
C -0.11 -0.50 -0.28
C 0.30 0.10 -0.35
C 0.09 0.06 0.49
C 0.34 -0.21 -0.62
C -0.63 0.23 -0.05
N 0.22 -0.55 0.15
O -0.32 0.57 -0.17
O 0.06 0.06 0.07
H -0.06 0.15 0.12
H -0.07 0.03 0.25
H -0.21 0.04 -0.10
H -0.19 -0.01 0.11
H 0.12 0.03 0.16
C -0.69 0.48 0.00
C 0.23 -0.28 -0.01
C 0.18 -0.66 -0.27
C 0.28 -0.50 0.39
C 0.10 1.14 0.07
C -0.41 -0.33 0.11
N -0.05 -0.27 -0.03
O 0.26 0.38 -0.16
O -0.03 -0.08 0.10
H 0.10 0.04 -0.09
H -0.17 0.07 0.06
H 0.15 0.14 0.16
H 0.03 -0.18 -0.25
H 0.05 0.03 -0.10

=====

2.
Entry from the OMol25 dataset: a cluster of 4 separate species, C30H66BN4 in total in a non-equilibrium geometry (wB97M-V/def2-TZVPD).

Properties
Orbital gap, eV: 5.681
Calculated total energy, eV: -38807.06373
LUMO, eV: 2.013
M, g mol⁻¹: 493.70
Total charge: -1

Last column: Löwdin charge in e.
Atoms and positions in Å:
C 2.556821 1.770251 -0.407886  -0.148
C 3.062199 1.742172 -1.973091  -0.268
C 2.562500 3.116068 -2.712779  -0.226
C 3.222576 4.500994 -2.135281  -0.267
N 2.173242 5.164590 -1.262168  -0.099
B 1.564794 6.395684 -1.904789  -0.694
C 0.734420 6.116753 -3.301871  -0.219
C -0.891362 6.188230 -3.101319  -0.233
C -1.593878 4.811582 -2.562392  -0.112
C -2.546164 4.966888 -1.197172  -0.032
C -3.387747 3.742665 -0.505155  -0.092
C -3.300206 2.235347 -1.204962  -0.113
C -2.342255 2.067760 -2.532678  -0.088
C -1.489640 3.321241 -3.237070  -0.034
H 3.514359 1.790941 0.264401  0.065
H 1.927214 0.788143 -0.183104  0.060
H 1.806274 2.671399 -0.194459  0.087
H 4.205091 1.530331 -2.117708  0.082
H 2.459285 0.850641 -2.490330  0.100
H 2.691288 3.119097 -3.884391  0.089
H 1.388964 3.206680 -2.524928  0.101
H 4.145856 4.268175 -1.444876  0.109
H 3.640606 5.223290 -2.988219  0.111
H 2.702064 5.535419 -0.416089  0.086
H 2.341649 7.285167 -2.086310  0.023
H 0.763218 6.839533 -1.132319  0.032
H 1.013850 7.023994 -4.026685  0.090
H 1.048888 5.146474 -3.877933  0.073
H -1.355158 6.427922 -4.173621  0.103
H -1.187576 7.107436 -2.418467  0.103
H -2.635369 6.031123 -0.679650  0.086
H -4.032927 3.937132 0.464509  0.068
H -3.918299 1.334906 -0.747450  0.064
H -2.275742 0.997644 -3.012637  0.062
H -0.826419 3.148054 -4.199623  0.089
C -4.461193 -2.278748 3.997976  -0.096
C -3.515427 -1.427382 3.154803  -0.268
N -2.480069 -2.202781 2.469230  -0.190
C -1.398085 -1.378002 1.925396  -0.250
C -1.754792 -0.386445 0.822027  -0.094
C -2.946391 -3.279292 1.593165  -0.251
C -3.902078 -2.910190 0.463320  -0.089
H -3.906590 -2.905950 4.703471  0.072
H -5.127078 -1.631071 4.578718  0.072
H -5.091727 -2.923241 3.378577  0.055
H -3.033248 -0.719808 3.839662  0.118
H -4.105884 -0.828804 2.452157  0.097
H -0.587425 -2.025119 1.568054  0.110
H -0.954242 -0.812242 2.755037  0.109
H -1.935967 -0.889145 -0.128781  0.055
H -0.916177 0.299497 0.662087  0.074
H -2.627812 0.221497 1.073218  0.054
H -3.436967 -4.038179 2.214708  0.091
H -2.082913 -3.804590 1.165161  0.114
H -4.719916 -2.265884 0.798356  0.067
H -4.355528 -3.820226 0.055515  0.070
H -3.384896 -2.416906 -0.361124  0.055
C -5.068573 -6.480982 4.341535  -0.088
C -4.020582 -6.595666 5.445527  -0.268
N -4.366071 -5.859086 6.662618  -0.190
C -3.242220 -5.705569 7.590032  -0.254
C -2.661315 -6.973523 8.208650  -0.095
C -5.648405 -6.194883 7.284455  -0.251
C -5.883194 -7.647587 7.685268  -0.092
H -5.294457 -5.433400 4.117400  0.064
H -4.693902 -6.945908 3.423050  0.074
H -5.999504 -6.989721 4.608282  0.064
H -3.087595 -6.188872 5.037797  0.118
H -3.835195 -7.655718 5.651844  0.095
H -3.523632 -5.017638 8.396989  0.111
H -2.432284 -5.189865 7.057642  0.110
H -3.319479 -7.387001 8.973779  0.053
H -1.712336 -6.737800 8.701851  0.071
H -2.456234 -7.745882 7.462823  0.067
H -6.450010 -5.901888 6.595634  0.102
H -5.808188 -5.557790 8.163830  0.115
H -5.610447 -8.351250 6.893621  0.067
H -6.946468 -7.800779 7.899901  0.072
H -5.335631 -7.912468 8.591098  0.053
C 5.764147 4.456373 -6.181342  -0.088
C 6.798394 3.340425 -6.304749  -0.275
N 7.071645 2.650229 -5.042931  -0.187
C 8.270375 1.808877 -5.086285  -0.257
C 8.260150 0.616886 -6.038598  -0.099
C 5.918099 2.060280 -4.360940  -0.249
C 5.081428 1.044845 -5.132301  -0.083
H 6.040182 5.166800 -5.395347  0.082
H 5.699711 5.009962 -7.124495  0.070
H 4.765964 4.065292 -5.963890  0.064
H 7.724329 3.806998 -6.661322  0.113
H 6.478510 2.643357 -7.087319  0.094
H 8.503575 1.449958 -4.076129  0.110
H 9.122070 2.447100 -5.355865  0.105
H 7.628596 -0.190882 -5.666822  0.053
H 9.273436 0.210842 -6.126640  0.067
H 7.931196 0.889161 -7.044834  0.065
H 5.253724 2.874042 -4.045839  0.091
H 6.243425 1.603046 -3.417638  0.110
H 4.835829 1.383686 -6.142799  0.070
H 4.133391 0.878806 -4.609095  0.058
H 5.579534 0.076480 -5.200675  0.052

Atomic forces in eV per Å
C -0.18 -0.41 -0.13
C -1.58 -0.01 -0.66
C -0.35 0.43 -0.38
C 0.16 -0.32 0.70
N 2.71 -0.45 0.71
B -1.04 -0.08 -0.37
C -0.59 0.60 -1.51
C -0.42 -0.46 -1.22
C -2.05 -2.51 1.89
C -0.27 -3.28 -0.88
C 2.59 -0.52 -3.81
C 2.28 3.61 -1.65
C -0.53 2.98 1.59
C -2.44 0.97 3.64
H -2.07 0.10 -0.91
H 1.53 1.90 -0.36
H 2.02 -1.73 -0.56
H -2.14 0.51 0.50
H 1.46 1.79 0.93
H -0.04 -0.44 2.09
H 2.56 -0.17 -0.32
H -1.51 0.09 -1.41
H -0.99 -1.52 1.45
H -0.95 -0.73 -1.33
H 0.96 0.59 -0.34
H -0.57 0.37 0.65
H -0.82 -1.89 1.23
H -0.79 1.57 0.88
H 0.61 -0.68 2.18
H 0.67 -2.17 -1.15
H 0.36 -2.50 -1.32
H 1.49 -0.47 -2.27
H 1.56 2.06 -1.20
H -0.10 2.38 1.00
H -1.56 0.33 2.31
C -0.01 -0.07 -0.04
C 0.06 -0.29 0.00
N 0.32 -0.11 0.03
C 0.07 0.12 0.19
C 0.17 0.11 -0.14
C -0.12 -0.07 0.36
C -0.14 -0.06 -0.34
H -0.04 0.02 -0.12
H 0.08 -0.06 -0.11
H 0.05 0.01 0.06
H 0.19 -0.07 -0.27
H -0.13 0.13 -0.02
H -0.23 -0.13 0.06
H -0.19 -0.10 0.04
H -0.08 0.08 0.02
H -0.14 -0.03 0.00
H 0.10 -0.06 -0.03
H -0.01 0.14 0.08
H 0.06 0.30 0.15
H 0.10 -0.02 0.00
H 0.03 0.06 0.04
H -0.11 0.07 0.09
C -0.09 -0.02 0.03
C -0.20 0.21 0.01
N 0.14 0.22 0.27
C 0.06 0.19 -0.26
C 0.17 -0.12 0.25
C -0.12 0.16 -0.35
C -0.16 -0.25 0.20
H 0.03 -0.11 0.11
H -0.02 0.03 0.16
H 0.05 0.07 -0.04
H -0.02 0.05 0.32
H 0.05 -0.18 -0.06
H -0.20 -0.10 -0.15
H -0.17 -0.08 -0.12
H 0.02 -0.07 -0.08
H -0.07 -0.02 -0.06
H -0.06 0.07 0.05
H 0.17 -0.03 -0.06
H 0.30 -0.01 -0.14
H 0.02 0.09 0.05
H 0.09 0.02 -0.03
H 0.02 -0.07 -0.12
C -0.10 -0.05 0.06
C -0.09 0.10 0.30
N 0.45 -0.16 0.14
C -0.03 0.36 -0.02
C 0.14 -0.32 -0.07
C -0.23 0.41 0.06
C -0.22 -0.28 0.00
H -0.06 -0.17 -0.05
H 0.02 -0.12 0.09
H 0.09 0.09 0.04
H 0.10 -0.26 0.17
H -0.06 -0.05 -0.19
H -0.25 0.09 -0.04
H -0.17 0.09 -0.05
H -0.04 0.06 -0.10
H -0.05 0.03 -0.01
H -0.02 0.00 0.10
H 0.12 -0.01 -0.11
H 0.23 0.10 -0.22
H 0.06 0.01 0.07
H 0.10 0.07 -0.03
H -0.02 0.04 -0.12

=====

3.
Entry from the OMol25 dataset: the molecule C5H6O2 (wB97M-V/def2-TZVPD).

Properties
Orbital gap, eV: 11.355
Calculated total energy, eV: -9375.23591
LUMO, eV: 0.961
M, g mol⁻¹: 98.10
SMILES: C#C[C@@H](C)OC=O
Energy relative to the best compared isomer or geometry (same formula, charge and spin), kJ/mol: 179.4

Last column: natural (NBO) charge in e.
Atoms and positions in Å:
C -0.942673 2.441388 0.160865  -0.201
C -0.582148 1.294617 0.209948  -0.044
C -0.118917 -0.098144 0.251795  -0.001
C -1.233292 -1.107564 0.017378  -0.607
O 0.858675 -0.260965 -0.802140  -0.496
C 2.132371 -0.445118 -0.429439  0.654
O 2.539093 -0.570980 0.695007  -0.582
H -1.250529 3.463028 0.111509  0.240
H 0.380476 -0.289450 1.206089  0.243
H -1.671645 -0.967475 -0.974273  0.222
H -2.016717 -0.980331 0.770123  0.225
H -0.832981 -2.122903 0.090680  0.220
H 2.761561 -0.466403 -1.330707  0.127

Atomic forces in eV per Å
C 0.14 -0.45 0.02
C -0.15 0.50 0.01
C -0.10 -0.01 0.12
C -0.05 -0.03 0.00
O 0.12 -0.01 0.00
C 0.20 -0.05 0.31
O -0.19 0.09 -0.48
H 0.03 -0.19 0.03
H -0.09 0.06 -0.12
H 0.06 0.00 0.14
H 0.13 -0.01 -0.11
H -0.05 0.15 -0.01
H -0.04 -0.05 0.11